<A>
Entry from OMol25: C2H4N2O3S in the gas phase (ωB97M-V/def2-TZVPD).

Atoms and positions in Å:
C  -0.04  0.71  0.26
C  1.12  -1.17  0.06
N  2.57  0.84  -1.37
N  -1.22  1.36  0.05
O  3.46  -0.17  0.87
O  0.94  1.21  0.82
O  -0.03  -0.55  -0.27
S  2.46  0.13  -0.16
H  1.30  -1.59  1.11
H  1.18  -2.00  -0.62
H  -1.54  2.31  0.41
H  -1.97  1.07  -0.69

M = 136.132 g/mol
charge = 0
frontier orbital gap = 0.3624 Eh

<B>
Entry from OMol25: C2H4N2O3S in the gas phase (ωB97M-V/def2-TZVPD).

Atoms and positions in Å:
C  -0.28  -0.17  -0.28
C  -1.17  -1.27  -0.82
N  1.66  0.55  0.67
N  1.15  -0.19  -0.36
O  0.31  0.55  -1.32
O  -0.76  0.64  0.66
O  0.47  1.77  2.56
S  0.47  1.72  1.15
H  -1.60  -1.02  -1.78
H  -1.96  -1.38  -0.08
H  -0.81  -2.24  -1.02
H  2.53  1.05  0.61

M = 136.132 g/mol
charge = 0
frontier orbital gap = 0.3854 Eh

Which structure wins on stability? <A> wins.

<A>
Entry from OMol25: a 2-piece molecular cluster, C11H15N overall (ωB97M-V/def2-TZVPD).

Atoms and positions in Å:
C  1.09  -4.18  0.36
C  1.30  -2.70  0.55
H  0.29  -4.46  -0.27
H  2.06  -4.57  -0.20
H  0.85  -4.75  1.31
H  0.69  -2.28  1.38
H  1.10  -2.19  -0.48
H  2.37  -2.50  0.77
C  0.82  3.56  0.57
C  1.42  1.69  -1.34
C  0.78  2.43  -0.43
C  -0.45  0.46  -0.90
C  -0.49  1.64  -0.16
C  -1.44  -0.52  -0.81
C  -1.65  2.09  0.54
C  -2.29  -0.20  0.24
C  -2.56  1.05  0.81
N  0.66  0.50  -1.76
H  2.41  1.73  -1.84
H  1.22  -0.15  -2.19
H  1.58  4.23  0.38
H  0.57  3.12  1.60
H  -1.80  -1.53  -1.21
H  -1.70  2.95  1.08
H  -3.12  -0.89  0.31
H  -3.48  1.22  1.37
H  -0.20  4.24  0.32

M = 161.248 g/mol
charge = -1
frontier orbital gap (alpha / beta) = 0.1023 / 0.2504 Eh
spin multiplicity = 2

<B>
Entry from OMol25: a 2-piece molecular cluster, C11H15N overall (ωB97M-V/def2-TZVPD).

Atoms and positions in Å:
C  -3.36  2.06  -1.98
C  -4.84  2.52  -1.86
H  -2.86  2.63  -2.76
H  -2.82  1.97  -1.02
H  -3.46  1.02  -2.31
H  -5.50  1.97  -2.56
H  -4.90  3.60  -1.89
H  -5.18  2.37  -0.86
C  -1.08  -0.10  2.45
C  0.85  -1.86  2.28
C  0.21  -0.70  1.91
C  1.80  -1.22  0.34
C  0.86  -0.24  0.66
C  2.35  -1.20  -0.94
C  0.59  0.77  -0.31
C  2.29  -0.10  -1.77
C  1.32  0.95  -1.45
N  1.89  -2.14  1.36
H  0.72  -2.38  3.18
H  2.61  -2.85  1.53
H  -0.94  0.74  3.15
H  -1.80  -0.88  2.61
H  2.60  -2.17  -1.42
H  -0.15  1.46  0.12
H  2.98  -0.19  -2.66
H  1.26  1.70  -2.23
H  -1.61  0.41  1.60

M = 161.248 g/mol
charge = -1
frontier orbital gap (alpha / beta) = 0.0916 / 0.2328 Eh
spin multiplicity = 2

Which structure wins on stability? <B> wins.

<A>
Entry from OMol25: a 2-piece molecular cluster, C5H9FO overall (ωB97M-V/def2-TZVPD).

Atoms and positions in Å:
C  1.06  -0.39  0.24
C  0.78  -1.56  -0.61
C  0.48  0.94  -0.23
C  -0.94  1.11  -0.29
C  -1.90  0.34  0.33
H  -0.60  0.53  1.68
H  2.20  -0.26  0.31
H  1.19  -2.41  -0.07
H  -0.26  -1.69  -0.66
H  0.79  1.83  0.37
H  1.02  1.17  -1.19
H  -1.15  2.12  -0.76
H  -2.96  0.89  0.48
H  -1.64  -0.70  0.71
O  0.60  -0.60  1.57
F  1.32  -1.31  -1.90

M = 104.124 g/mol
charge = 0
frontier orbital gap = 0.3331 Eh

<B>
Entry from OMol25: C5H9FO in the gas phase (ωB97M-V/def2-TZVPD).

Atoms and positions in Å:
C  -0.39  0.40  -1.84
C  -0.92  0.12  -0.46
O  -0.91  1.37  0.28
C  -0.35  0.72  1.43
C  -0.12  -0.62  0.69
C  1.36  -0.91  0.41
F  2.05  0.25  0.08
H  0.67  0.55  -1.84
H  -0.69  -0.40  -2.52
H  -0.86  1.36  -2.09
H  -1.93  -0.27  -0.41
H  -1.16  0.57  2.11
H  0.48  1.33  1.86
H  -0.56  -1.52  1.17
H  1.58  -1.74  -0.25
H  1.78  -1.22  1.36

M = 104.124 g/mol
charge = 0
SMILES string = C[C@@H]1OC[C@@H]1CF
frontier orbital gap = 0.3856 Eh

Which structure wins on stability? <B> wins.

<A>
Entry from OMol25: an isolated ion of composition C7H8N and charge +1 (ωB97M-V/def2-TZVPD).

Atoms and positions in Å:
C  1.64  -0.69  -3.00
C  1.33  -0.39  -1.79
N  1.06  0.02  -0.63
C  2.12  0.61  0.09
C  -0.10  -0.10  -0.09
C  -1.10  -0.10  0.64
C  -2.22  -0.15  1.63
C  -3.46  0.32  2.14
H  1.26  -0.08  -3.86
H  1.71  -1.70  -3.23
H  3.16  0.43  -0.44
H  2.22  0.01  1.12
H  1.96  1.75  0.33
H  -1.97  -1.11  2.26
H  -3.79  -0.06  3.09
H  -3.81  1.24  1.74

M = 106.148 g/mol
charge = +1
SMILES string = C=C=[N+](C)C#CC=C
frontier orbital gap = 0.3087 Eh

<B>
Entry from OMol25: an isolated ion of composition C7H8N and charge +1 (ωB97M-V/def2-TZVPD).

Atoms and positions in Å:
C  0.31  -3.18  0.99
C  -0.10  -2.08  0.63
C  -0.72  -0.83  0.04
C  0.37  0.14  -0.43
C  1.36  0.51  -1.16
C  2.19  0.94  -2.10
N  -0.47  0.44  0.81
C  -1.47  1.51  0.97
H  0.65  -4.15  1.16
H  -1.75  -0.93  -0.52
H  3.23  0.57  -2.09
H  1.92  1.41  -3.03
H  -0.08  0.18  1.71
H  -2.27  1.22  1.72
H  -1.11  2.48  1.30
H  -2.07  1.78  0.01

M = 106.148 g/mol
charge = +1
SMILES string = C#C[C@@H]1C(=C=C)[N@H+]1C
frontier orbital gap = 0.3812 Eh

Which structure wins on stability? <B> wins.

<A>
Entry from OMol25: C4H8FN3 in the gas phase (ωB97M-V/def2-TZVPD).

Atoms and positions in Å:
H  -2.12  -2.52  -0.40
N  -1.57  -1.67  -0.61
C  -1.85  -0.57  -0.03
N  -0.93  0.56  0.13
N  -1.58  1.79  0.29
C  0.31  0.61  -0.27
C  1.42  -0.09  0.01
C  2.89  0.35  -0.32
F  1.04  -1.30  0.79
H  -2.77  -0.28  0.41
H  -1.82  2.44  -0.61
H  -1.06  2.41  0.91
H  0.52  1.51  -1.03
H  2.70  1.27  -0.98
H  3.65  -0.37  -0.91
H  3.48  0.70  0.60

M = 117.127 g/mol
charge = 0
SMILES string = [H]/N=C/N(N)/C=C(/C)F
frontier orbital gap = 0.3346 Eh

<B>
Entry from OMol25: C4H8FN3 in the gas phase (ωB97M-V/def2-TZVPD).

Atoms and positions in Å:
C  1.43  -0.74  -2.54
C  0.55  0.01  -1.84
F  -0.73  0.12  -2.31
C  0.67  0.83  -0.67
N  -0.03  0.21  0.49
C  -0.05  0.53  1.86
N  -0.88  0.23  2.78
N  -1.96  -0.68  2.19
H  0.91  -1.12  -3.48
H  2.39  -0.93  -2.17
H  1.84  1.13  -0.55
H  0.19  1.87  -0.95
H  -1.01  -0.28  0.18
H  0.83  1.18  2.12
H  -2.52  -0.76  2.94
H  -1.62  -1.59  1.94

M = 117.127 g/mol
charge = 0
SMILES string = C=C(F)CN/C=N\N
frontier orbital gap = 0.3463 Eh

Which structure wins on stability? <B> wins.

<A>
Entry from OMol25: an isolated ion of composition C3H6NS and charge +1 (ωB97M-V/def2-TZVPD).

Atoms and positions in Å:
C  -0.62  1.19  0.05
S  -1.87  -0.11  0.16
C  -0.35  -0.96  -0.43
C  0.64  -0.92  0.59
N  0.47  0.28  -0.30
H  -0.46  1.46  1.08
H  -0.71  2.07  -0.63
H  -0.28  -1.40  -1.41
H  0.43  -0.75  1.68
H  1.66  -1.41  0.28
H  1.09  0.55  -1.07

M = 88.155 g/mol
charge = +1
SMILES string = C1S[C@@H]2C[N@H+]12
frontier orbital gap = 0.3836 Eh

<B>
Entry from OMol25: an isolated ion of composition C3H6NS and charge +1 (ωB97M-V/def2-TZVPD).

Atoms and positions in Å:
S  0.49  -2.67  -0.57
C  0.28  -1.13  -0.22
C  0.61  0.25  -0.83
N  -0.46  0.83  0.04
C  -0.43  -0.33  0.90
H  1.56  0.56  -0.59
H  0.52  0.38  -1.92
H  -0.05  1.67  0.49
H  -1.37  1.10  -0.40
H  -1.40  -0.42  1.41
H  0.24  -0.24  1.68

M = 88.155 g/mol
charge = +1
SMILES string = S=C1C[NH2+]C1
frontier orbital gap = 0.3150 Eh

Which structure wins on stability? <B> wins.

<A>
Entry from OMol25: C4H5ClN2O in the gas phase (ωB97M-V/def2-TZVPD).

Atoms and positions in Å:
H  -0.52  2.62  2.14
N  -1.22  2.11  1.64
C  -0.83  1.13  0.91
C  0.50  0.62  0.58
C  0.64  -0.37  -0.28
Cl  2.22  -1.10  -0.51
C  -0.49  -1.11  -0.91
O  -1.52  -0.13  -1.00
N  -1.86  0.29  0.33
H  1.37  1.10  1.05
H  -0.88  -1.99  -0.40
H  -0.20  -1.33  -1.92
H  -2.69  0.87  0.20

M = 132.550 g/mol
charge = 0
SMILES string = [H]/N=C1\C=C(Cl)CON1
frontier orbital gap = 0.3558 Eh

<B>
Entry from OMol25: C4H5ClN2O in the gas phase (ωB97M-V/def2-TZVPD).

Atoms and positions in Å:
C  -1.72  -0.26  -0.57
C  -0.88  -0.83  -1.51
C  -0.76  0.36  0.22
C  1.80  0.62  0.12
N  0.39  -0.46  -1.44
N  0.42  0.24  -0.29
O  -0.59  0.30  3.51
Cl  -0.91  -0.27  2.15
H  -2.76  -0.48  -0.44
H  -1.30  -1.12  -2.39
H  2.09  -0.06  1.04
H  2.27  0.34  -0.83
H  1.96  1.61  0.44

M = 132.550 g/mol
charge = 0
frontier orbital gap = 0.3064 Eh

<C>
Entry from OMol25: C4H5ClN2O in the gas phase (ωB97M-V/def2-TZVPD).

Atoms and positions in Å:
C  -1.26  1.79  -0.13
N  -0.56  0.63  0.23
N  -1.14  -0.58  0.08
C  -0.26  -1.58  0.11
C  1.08  -1.11  0.22
O  2.15  -2.00  0.15
C  1.14  0.24  0.31
Cl  2.23  1.52  0.60
H  -1.66  1.72  -1.22
H  -2.28  1.82  0.39
H  -0.93  2.85  -0.08
H  -0.44  -2.65  -0.11
H  1.94  -2.65  -0.55

M = 132.550 g/mol
charge = 0
SMILES string = Cn1ncc(O)c1Cl
frontier orbital gap = 0.3431 Eh

Which structure wins on stability? <A> wins.

<A>
Entry from OMol25: C2H3N3O in the gas phase (ωB97M-V/def2-TZVPD).

Atoms and positions in Å:
N  -1.71  1.49  -0.90
N  -0.80  1.32  -1.68
C  -0.99  0.24  -0.67
C  -0.18  0.37  0.59
N  1.11  -0.14  0.66
O  0.07  -0.62  1.56
H  -1.43  -0.62  -1.05
H  -0.42  1.42  1.12
H  1.47  -0.85  0.03

M = 85.066 g/mol
charge = 0
SMILES string = N1=NC1[C@@H]1NO1
frontier orbital gap = 0.3673 Eh

<B>
Entry from OMol25: C2H3N3O in the gas phase (ωB97M-V/def2-TZVPD).

Atoms and positions in Å:
O  1.64  0.40  -0.48
N  0.30  -0.07  -0.14
C  -0.41  -0.75  -0.87
N  -1.69  -0.45  -0.44
N  -1.67  0.28  0.73
C  -0.34  0.63  0.79
H  2.12  0.09  0.38
H  -0.06  -1.08  -1.73
H  0.12  0.94  1.76

M = 85.066 g/mol
charge = 0
SMILES string = On1cnnc1
frontier orbital gap = 0.3698 Eh

Which structure wins on stability? <B> wins.

<A>
Entry from OMol25: C2H3N3O in the gas phase (ωB97M-V/def2-TZVPD).

Atoms and positions in Å:
O  -1.64  -1.08  -0.45
N  -0.71  -0.24  -0.15
C  0.39  0.11  -0.81
C  1.08  0.82  0.12
N  0.50  0.75  1.38
N  -0.59  0.03  1.10
H  -1.85  -1.45  0.68
H  0.81  -0.31  -1.68
H  2.01  1.36  -0.20

M = 85.066 g/mol
charge = 0
SMILES string = On1ccnn1
frontier orbital gap = 0.3804 Eh

<B>
Entry from OMol25: C2H3N3O in the gas phase (ωB97M-V/def2-TZVPD).

Atoms and positions in Å:
N  -3.62  0.79  -0.42
C  -2.58  0.45  -0.02
N  -1.39  0.15  0.55
N  -0.19  -0.05  -0.26
C  0.71  -1.06  -0.04
O  0.60  -1.86  0.89
H  -1.50  -0.15  1.57
H  0.01  0.68  -0.94
H  1.62  -0.88  -0.69

M = 85.066 g/mol
charge = 0
SMILES string = N#CNNC=O
frontier orbital gap = 0.3813 Eh

Which structure wins on stability? <B> wins.